Model i:
{
  "formula": "C4H12N2O2",
  "method": "wB97M-V/def2-TZVPD",
  "homo_lumo_gap_ha": 0.374,
  "smiles": "C[C@@H](N)CNC=O.O",
  "total_charge": 0,
  "elements": ["C", "C", "N", "C", "N", "C", "O", "H", "H", "H", "H", "H", "H", "H", "H", "H", "H", "O", "H", "H"],
  "coordinates": [[-2.006, 1.051, 0.454], [-0.833, 2.007, 0.755], [-0.958, 2.561, 2.097], [0.473, 1.225, 0.703], [0.980, 1.023, -0.632], [2.135, 0.348, -0.868], [2.882, 0.007, 0.017], [-2.015, 0.295, 1.244], [-2.922, 1.639, 0.500], [-1.926, 0.562, -0.513], [-0.859, 2.801, 0.016], [-1.127, 1.873, 2.813], [-1.644, 3.297, 2.155], [1.213, 1.692, 1.349], [0.378, 0.272, 1.257], [0.366, 1.282, -1.384], [2.252, 0.183, -1.956], [-1.623, -6.880, -2.312], [-1.538, -7.002, -1.353], [-2.037, -6.013, -2.403]]
}



Model ii:
{
  "formula": "C4H12N2O2",
  "method": "wB97M-V/def2-TZVPD",
  "homo_lumo_gap_ha": 0.352,
  "smiles": "NCC[C@@H](N)C=O.O",
  "total_charge": 0,
  "elements": ["N", "C", "C", "C", "N", "C", "O", "H", "H", "H", "H", "H", "H", "H", "H", "H", "H", "O", "H", "H"],
  "coordinates": [[-1.337, 1.883, -0.818], [-1.720, 0.521, -1.094], [-0.566, -0.484, -1.177], [0.542, -0.311, -0.106], [0.143, -0.848, 1.199], [1.629, -1.284, -0.657], [2.333, -1.960, 0.034], [-1.923, 2.579, -1.219], [-0.911, 2.076, 0.070], [-2.295, 0.354, -2.009], [-2.422, 0.230, -0.283], [-0.208, -0.379, -2.211], [-0.962, -1.498, -1.116], [0.922, 0.705, -0.002], [0.606, -1.728, 1.382], [-0.857, -0.968, 1.268], [1.598, -1.362, -1.754], [-0.442, 1.887, 2.112], [-0.331, 0.917, 2.013], [0.461, 2.082, 2.438]]
}



Model iii:
{
  "formula": "C4H12N2O2",
  "method": "wB97M-V/def2-TZVPD",
  "homo_lumo_gap_ha": 0.369,
  "smiles": "C[C@H]([C@@H](C)O)N(N)O",
  "total_charge": 0,
  "elements": ["C", "C", "C", "C", "O", "N", "N", "O", "H", "H", "H", "H", "H", "H", "H", "H", "H", "H", "H", "H"],
  "coordinates": [[0.055, -1.588, 0.128], [-0.061, -0.295, -0.682], [1.072, 0.727, -0.419], [1.344, 0.993, 1.058], [2.248, 0.330, -1.094], [-1.345, 0.390, -0.543], [-1.707, 0.608, 0.773], [-2.364, -0.412, -1.218], [0.978, -2.105, -0.123], [-0.780, -2.240, -0.125], [0.038, -1.391, 1.197], [0.003, -0.547, -1.747], [0.774, 1.663, -0.903], [0.420, 1.269, 1.555], [2.061, 1.805, 1.152], [1.764, 0.111, 1.539], [2.605, -0.445, -0.644], [-2.491, 1.253, 0.796], [-1.964, -0.248, 1.269], [-2.649, 0.121, -1.968]]
}



Which of them is the most stable, and which is the least stable? model i and model iii, in that order.



Model i:
{
  "formula": "C4H12N2O2",
  "method": "wB97M-V/def2-TZVPD",
  "homo_lumo_gap_ha": 0.409,
  "smiles": "NOC(N)=O.CCC",
  "total_charge": 0,
  "elements": ["N", "O", "C", "N", "O", "H", "H", "H", "H", "C", "C", "C", "H", "H", "H", "H", "H", "H", "H", "H"],
  "coordinates": [[-1.955, 1.470, -1.220], [-1.571, 0.842, -0.008], [-2.385, -0.222, 0.395], [-1.797, -0.725, 1.493], [-3.436, -0.492, -0.113], [-1.661, 0.855, -1.987], [-2.983, 1.476, -1.228], [-0.962, -0.168, 1.742], [-2.293, -1.395, 2.049], [1.346, -1.026, -0.957], [1.720, 0.365, -0.455], [2.122, 0.345, 1.015], [0.492, -1.415, -0.404], [2.178, -1.717, -0.829], [1.090, -0.998, -2.014], [2.550, 0.754, -1.050], [0.872, 1.038, -0.585], [1.315, -0.055, 1.627], [3.001, -0.281, 1.164], [2.357, 1.348, 1.364]]
}



Model ii:
{
  "formula": "C4H12N2O2",
  "method": "wB97M-V/def2-TZVPD",
  "homo_lumo_gap_ha": 0.347,
  "smiles": "CN[C@H](C)C(N)=O.O",
  "total_charge": 0,
  "elements": ["C", "N", "C", "C", "C", "N", "O", "H", "H", "H", "H", "H", "H", "H", "H", "H", "H", "O", "H", "H"],
  "coordinates": [[0.346, -1.295, 1.477], [0.517, 0.181, 1.196], [0.548, 0.745, -0.190], [-0.724, 0.341, -1.005], [1.670, 0.045, -1.022], [2.221, 0.967, -1.972], [2.075, -1.093, -0.988], [1.333, -1.641, 1.564], [-0.371, -1.418, 2.374], [-0.085, -1.739, 0.543], [-0.191, 0.835, 1.642], [1.053, 1.857, -0.117], [-1.131, -0.602, -0.785], [-0.387, 0.349, -2.008], [-1.631, 0.978, -1.066], [3.012, 0.821, -2.625], [2.155, 1.893, -1.743], [-3.702, -0.216, 1.777], [-3.440, -1.167, 1.943], [-3.268, 0.159, 1.004]]
}



Which of them is the most stable, and which is the least stable? model i and model ii, in that order.



Model i:
{
  "formula": "C4H12N2O2",
  "method": "wB97M-V/def2-TZVPD",
  "homo_lumo_gap_ha": 0.327,
  "smiles": "C/C(O)=N\\O.CCN",
  "total_charge": 0,
  "elements": ["C", "C", "O", "N", "O", "H", "H", "H", "H", "H", "C", "C", "N", "H", "H", "H", "H", "H", "H", "H"],
  "coordinates": [[-1.728, -1.439, 0.237], [-1.457, -0.043, -0.272], [-2.459, 0.822, 0.074], [-0.957, 0.213, -1.484], [-0.094, -0.832, -1.891], [-1.788, -2.164, -0.576], [-0.906, -1.737, 0.892], [-2.634, -1.512, 0.843], [-2.551, 1.454, -0.659], [-0.008, -0.677, -2.847], [2.325, -0.118, 0.274], [1.515, 1.152, 0.312], [0.169, 0.944, 1.212], [1.783, -0.910, -0.253], [3.261, 0.050, -0.269], [2.554, -0.478, 1.281], [1.264, 1.517, -0.683], [2.041, 1.954, 0.829], [-0.301, 1.809, 1.473], [-0.029, -0.005, 1.508]]
}



Model ii:
{
  "formula": "C4H12N2O2",
  "method": "wB97M-V/def2-TZVPD",
  "homo_lumo_gap_ha": 0.375,
  "smiles": "NC[C@@H](N)CC=O.O",
  "total_charge": 0,
  "elements": ["N", "C", "C", "N", "C", "C", "O", "H", "H", "H", "H", "H", "H", "H", "H", "H", "H", "O", "H", "H"],
  "coordinates": [[0.754, 1.223, -2.621], [-0.125, 1.094, -1.408], [0.646, 0.659, -0.154], [0.010, 1.152, 1.032], [1.013, -0.902, -0.212], [0.735, -1.431, 1.164], [-0.390, -1.492, 1.595], [0.239, 0.962, -3.454], [1.468, 0.506, -2.518], [-0.945, 0.439, -1.716], [-0.628, 2.057, -1.274], [1.645, 1.075, -0.195], [-0.043, 2.157, 1.144], [-0.941, 0.891, 1.270], [2.010, -1.018, -0.621], [0.427, -1.474, -0.965], [1.619, -1.504, 1.818], [-2.888, -1.405, 2.463], [-2.476, -1.568, 1.623], [-2.129, -1.422, 3.028]]
}



Which of them is the most stable, and which is the least stable? model ii and model i, in that order.



Model i:
{
  "formula": "C18H25N3O3",
  "method": "wB97M-V/def2-TZVPD",
  "homo_lumo_gap_ha": 0.301,
  "smiles": "CCN(CC)CCNC(=O)Cc1c(C(=O)O)n(C)c2ccccc12",
  "total_charge": 0,
  "elements": ["C", "C", "N", "C", "C", "C", "C", "N", "C", "O", "C", "C", "C", "C", "O", "O", "N", "C", "C", "C", "C", "C", "C", "C", "H", "H", "H", "H", "H", "H", "H", "H", "H", "H", "H", "H", "H", "H", "H", "H", "H", "H", "H", "H", "H", "H", "H", "H", "H"],
  "coordinates": [[1.303, 1.888, -1.758], [2.389, 1.035, -1.111], [2.001, -0.361, -0.993], [2.729, -1.040, 0.071], [2.009, -0.895, 1.406], [2.035, -1.071, -2.257], [1.085, -2.274, -2.249], [-0.248, -1.887, -1.857], [-0.862, -2.400, -0.776], [-0.423, -3.315, -0.112], [-2.200, -1.718, -0.466], [-1.924, -0.425, 0.217], [-1.944, 0.873, -0.286], [-2.285, 1.323, -1.622], [-2.569, 2.453, -1.957], [-2.264, 0.332, -2.549], [-1.632, 1.763, 0.730], [-1.502, 3.193, 0.647], [-1.383, 1.054, 1.861], [-1.002, 1.491, 3.130], [-0.817, 0.537, 4.102], [-0.998, -0.828, 3.839], [-1.371, -1.271, 2.594], [-1.566, -0.322, 1.584], [1.555, 2.942, -1.661], [0.355, 1.705, -1.262], [1.188, 1.668, -2.816], [3.335, 1.148, -1.671], [2.556, 1.409, -0.099], [2.794, -2.102, -0.167], [3.760, -0.656, 0.149], [2.597, -1.351, 2.199], [1.842, 0.150, 1.656], [1.045, -1.392, 1.356], [3.050, -1.420, -2.519], [1.708, -0.386, -3.041], [1.406, -3.034, -1.535], [1.067, -2.720, -3.251], [-0.644, -1.066, -2.289], [-2.757, -2.372, 0.207], [-2.761, -1.572, -1.387], [-2.542, 0.704, -3.401], [-2.123, 3.664, 1.412], [-1.829, 3.534, -0.331], [-0.462, 3.489, 0.806], [-0.856, 2.539, 3.342], [-0.522, 0.842, 5.096], [-0.835, -1.538, 4.636], [-1.492, -2.322, 2.384]]
}



Model ii:
{
  "formula": "C18H25N3O3",
  "method": "wB97M-V/def2-TZVPD",
  "homo_lumo_gap_ha": 0.321,
  "smiles": "CCOCCCNC(=O)CN1N=C(c2ccc(C)cc2)CCC1=O",
  "total_charge": 0,
  "elements": ["C", "C", "O", "C", "C", "C", "N", "C", "O", "C", "N", "N", "C", "C", "C", "C", "C", "C", "C", "C", "C", "C", "C", "O", "H", "H", "H", "H", "H", "H", "H", "H", "H", "H", "H", "H", "H", "H", "H", "H", "H", "H", "H", "H", "H", "H", "H", "H", "H"],
  "coordinates": [[5.131, 6.288, 1.550], [5.404, 5.270, 0.443], [5.744, 3.986, 0.929], [4.675, 3.207, 1.417], [3.855, 2.540, 0.308], [2.769, 1.638, 0.895], [1.970, 1.023, -0.138], [0.735, 1.453, -0.447], [0.157, 2.352, 0.124], [0.102, 0.675, -1.613], [-0.118, -0.724, -1.289], [-1.393, -1.015, -0.934], [-1.679, -2.131, -0.379], [-3.067, -2.352, 0.011], [-3.425, -3.336, 0.932], [-4.747, -3.509, 1.296], [-5.750, -2.717, 0.753], [-7.183, -2.898, 1.147], [-5.392, -1.732, -0.164], [-4.076, -1.549, -0.528], [-0.616, -3.168, -0.118], [0.433, -3.071, -1.223], [0.874, -1.638, -1.422], [2.012, -1.314, -1.725], [5.965, 6.310, 2.246], [5.007, 7.274, 1.113], [4.225, 6.039, 2.099], [4.544, 5.218, -0.235], [6.279, 5.583, -0.133], [5.149, 2.436, 2.032], [4.012, 3.800, 2.059], [3.377, 3.300, -0.313], [4.525, 1.955, -0.326], [2.089, 2.228, 1.514], [3.224, 0.854, 1.509], [2.392, 0.299, -0.711], [-0.872, 1.113, -1.833], [0.760, 0.735, -2.485], [-2.671, -3.959, 1.389], [-5.002, -4.273, 2.016], [-7.531, -2.027, 1.702], [-7.812, -2.999, 0.263], [-7.311, -3.779, 1.771], [-6.160, -1.105, -0.593], [-3.800, -0.784, -1.235], [-1.038, -4.172, -0.095], [-0.158, -2.964, 0.857], [1.309, -3.683, -1.009], [0.005, -3.413, -2.172]]
}



Which of them is the most stable, and which is the least stable? model i and model ii, in that order.



Model i:
{
  "formula": "C4H8O4",
  "method": "wB97M-V/def2-TZVPD",
  "homo_lumo_gap_ha": 0.250,
  "total_charge": -2,
  "elements": ["O", "C", "O", "C", "C", "C", "O", "H", "H", "H", "H", "H", "H", "H", "H", "O"],
  "coordinates": [[-1.013, -2.691, 0.902], [-1.181, -1.530, 1.358], [-1.445, -1.224, 2.551], [-1.252, -0.362, 0.348], [-0.098, 0.644, 0.440], [0.218, 1.288, -0.944], [1.102, 2.309, -0.922], [-2.216, 0.116, 0.569], [-1.402, -0.712, -0.679], [0.808, 0.118, 0.752], [-0.256, 1.473, 1.130], [0.482, 0.442, -1.633], [-0.803, 1.606, -1.315], [2.524, 1.552, -2.045], [2.235, 0.174, -2.475], [2.920, 0.839, -2.600]]
}



Model ii:
{
  "formula": "C4H8O4",
  "method": "wB97M-V/def2-TZVPD",
  "homo_lumo_gap_ha": 0.234,
  "total_charge": -2,
  "elements": ["O", "C", "O", "C", "C", "C", "O", "H", "H", "H", "H", "H", "H", "H", "H", "O"],
  "coordinates": [[-1.171, -0.770, -2.845], [-0.247, -0.704, -1.995], [0.950, -0.365, -2.200], [-0.599, -1.034, -0.526], [-0.041, -0.045, 0.494], [0.002, -0.560, 1.953], [0.444, 0.341, 2.876], [-0.142, -2.016, -0.371], [-1.686, -1.138, -0.442], [-0.706, 0.828, 0.530], [0.935, 0.289, 0.150], [-1.046, -0.912, 2.178], [0.627, -1.480, 1.922], [0.651, 2.685, 0.144], [1.047, 1.992, -1.123], [0.983, 2.889, -0.743]]
}



Which of them is the most stable, and which is the least stable? model i and model ii, in that order.



Model i:
{
  "formula": "C2H5N3S2",
  "method": "wB97M-V/def2-TZVPD",
  "homo_lumo_gap_ha": 0.334,
  "smiles": "[H]/N=C(\\N)S/C=N\\S",
  "total_charge": 0,
  "elements": ["H", "N", "C", "N", "S", "C", "N", "S", "H", "H", "H", "H"],
  "coordinates": [[2.872, 0.942, 0.184], [1.897, 0.645, -0.276], [0.933, 0.586, 0.577], [0.697, 1.008, 1.899], [-0.664, 0.530, -0.106], [-0.492, -0.634, -1.457], [-1.340, -1.319, -2.048], [-3.109, -1.141, -1.747], [0.276, 0.203, 2.648], [1.679, 0.959, 2.417], [0.464, -0.947, -1.770], [-3.213, -0.832, -0.320]]
}



Model ii:
{
  "formula": "C2H5N3S2",
  "method": "wB97M-V/def2-TZVPD",
  "homo_lumo_gap_ha": 0.280,
  "total_charge": 0,
  "elements": ["C", "C", "H", "H", "H", "H", "H", "N", "N", "N", "S", "S"],
  "coordinates": [[0.940, -0.126, 0.479], [1.489, -0.025, -0.857], [-1.626, 0.107, 2.416], [-1.000, -0.028, -0.319], [2.636, 0.437, 1.422], [2.516, -0.353, -0.846], [-0.816, 0.150, -3.608], [-0.484, -0.415, 0.598], [1.708, -0.084, 1.568], [0.792, 0.485, -1.866], [-1.073, -1.098, 2.105], [-0.826, 1.141, -2.035]]
}



Which of them is the most stable, and which is the least stable? model i and model ii, in that order.